Entry 1:
# C5H7NO

The molecule C5H7NO at a distorted geometry (ωB97M-V/def2-TZVPD, the Open Molecules 2025 dataset).

Structure (XYZ):
```
14
Properties=species:S:1:pos:R:3:mulliken_charge:R:1
O -1.977 -1.808 -0.600 -0.47
C -0.909 -1.631 -0.052 -0.32
C -0.140 -0.350 -0.115 0.75
C 1.265 -0.342 -0.720 -0.69
N 0.604 1.520 0.054 -0.49
C 0.254 0.483 1.125 -0.46
C -0.589 0.993 -0.708 -0.44
H -0.429 -2.423 0.570 0.30
H 2.003 -0.857 -0.085 0.28
H 1.437 0.889 -0.876 0.39
H 1.097 0.151 1.742 0.27
H -0.568 0.845 1.760 0.31
H -1.519 1.406 -0.301 0.29
H -0.530 1.124 -1.795 0.28
```

=====

Entry 2:
# C5H7NO

The molecule C5H7NO at a distorted geometry (ωB97M-V/def2-TZVPD, the Open Molecules 2025 dataset).

Structure (XYZ):
```
14
Properties=species:S:1:pos:R:3:mulliken_charge:R:1
C -0.906 -1.046 0.549 -1.32
C -0.715 0.432 0.177 0.65
C 0.678 0.711 -0.353 -0.77
C 2.616 0.004 0.029 -0.21
O 1.536 0.309 0.751 -0.15
C -1.661 0.851 -0.859 0.05
N -2.372 1.175 -1.711 -0.44
H -1.932 -1.219 0.879 0.37
H -0.222 -1.318 1.357 0.35
H -0.706 -1.696 -0.310 0.33
H -0.854 1.059 1.063 0.26
H 0.843 0.055 -1.224 0.38
H 0.888 1.739 -0.653 0.34
H 2.807 -1.058 0.305 0.14
```

=====

Entry 3:
# C5H7NO

The molecule C5H7NO (ωB97M-V/def2-TZVPD, the Open Molecules 2025 dataset).

Structure (XYZ):
```
14
Properties=species:S:1:pos:R:3:mulliken_charge:R:1
C -1.657 -1.037 0.194 -1.27
C -0.267 -0.499 0.201 0.32
C 0.290 0.684 -0.186 0.64
N -0.333 1.858 -0.673 -0.60
C 1.713 0.499 -0.115 -0.55
C 1.907 -0.770 0.316 -0.42
O 0.721 -1.394 0.509 -0.39
H -2.392 -0.278 0.489 0.35
H -1.930 -1.402 -0.805 0.26
H -1.735 -1.879 0.888 0.33
H -0.262 2.633 -0.021 0.24
H -1.308 1.717 -0.910 0.24
H 2.462 1.225 -0.401 0.40
H 2.789 -1.366 0.510 0.45
```

Properties
- SMILES: Cc1occc1N

=====

M / g/mol: 97.12; 97.12; 97.12
Energy relative to the best compared isomer or geometry (same formula, charge and spin) / eV: 6.8832; 4.7930; 0.7694